Record 1
15
Properties=species:S:1:pos:R:3:forces:R:3:nbo_charge:R:1 method="wB97M-V/def2-TZVPD" lumo_energy_ha=0.0141 gap_ev=8.66 e_tot_ev=-29363.2363
H -2.152 0.733 1.587 0.5 0.2 -0.2 0.21
H 1.462 1.615 1.198 -1.0 0.3 -0.2 0.25
S 2.560 -1.333 -0.017 -0.4 0.7 0.0 -0.14
N -2.053 -1.011 0.638 0.0 1.3 0.4 -0.23
H -2.247 -2.529 -0.445 -0.1 -0.9 -0.1 0.38
N -1.726 -1.683 -0.495 -0.3 -0.9 -0.7 -0.66
H -2.017 -1.222 -1.359 0.2 0.5 0.1 0.36
H 0.000 -1.019 -0.740 -0.1 -0.7 -0.4 0.44
H 1.777 2.169 -0.552 -0.2 -0.9 1.1 0.23
C 1.600 0.018 -0.156 1.1 -0.7 0.0 0.13
C -1.734 0.216 0.721 -0.5 0.6 -0.2 -0.12
N 0.374 -0.088 -0.694 0.5 0.6 -0.2 -0.76
H 2.979 1.601 0.630 -0.1 -1.0 -0.9 0.25
S -0.778 1.137 -0.573 -1.4 -0.9 0.9 0.37
C 1.955 1.394 0.256 1.6 1.8 0.3 -0.71

---

Record 2
14
Properties=species:S:1:pos:R:3:forces:R:3:nbo_charge:R:1 method="wB97M-V/def2-TZVPD" lumo_energy_ha="-0.0294 / -0.0294" gap_ev="7.88 / 7.88" smiles="[SiH3]C1=NN=NCC1" e_tot_ev=-15567.6085
H -0.672 2.931 1.895 -1.1 -0.2 0.7 -0.15
C 0.324 -1.750 -0.767 2.7 0.8 -2.3 -0.30
N -1.036 -1.819 -1.255 0.4 0.1 1.4 -0.14
Si -0.044 2.264 0.791 0.6 -0.7 -0.9 0.87
C 0.520 -0.786 0.433 0.9 0.5 -2.2 -0.52
C -0.213 0.490 0.120 -4.3 0.4 -2.2 -0.09
H 1.005 -1.519 -1.694 -0.9 -0.1 1.7 0.20
H 0.039 -1.291 1.211 -0.5 -0.5 1.9 0.24
N -1.332 0.441 -0.782 6.2 1.0 4.0 -0.26
H 0.565 -2.772 -0.522 0.2 -0.3 0.3 0.22
H 1.624 -0.601 0.655 -1.6 -0.3 -0.2 0.26
H -0.383 3.045 -0.412 0.4 0.2 0.0 -0.13
H 1.280 2.160 1.377 0.9 0.4 -0.3 -0.18
N -1.678 -0.793 -1.050 -4.0 -1.5 -2.0 -0.01

---

Record 3
14
Properties=species:S:1:pos:R:3:forces:R:3:nbo_charge:R:1 method="wB97M-V/def2-TZVPD" lumo_energy_ha="-0.2010 / -0.2010" gap_ev="8.24 / 8.24" e_tot_ev=-9175.4464 charge=+1
N 3.362 0.263 -0.001 1.7 0.3 -0.6 -0.11
H -1.066 1.491 -0.581 0.6 -1.4 0.2 0.30
C 1.364 -2.123 0.284 3.0 -0.1 2.3 0.13
H 0.498 1.390 1.441 -0.3 -0.1 -0.1 0.44
N 0.807 -1.193 -0.454 -0.8 -0.9 -1.3 -0.61
C -1.005 0.353 -0.417 -3.4 4.0 -0.9 -0.77
N 4.359 0.482 -0.401 -1.1 -0.2 0.4 0.11
N 0.865 0.542 1.030 -2.0 0.3 -0.8 -0.65
H 0.406 -1.495 -1.335 -0.3 -0.2 -0.1 0.43
H 1.889 -1.539 1.211 -1.5 -1.6 -1.6 0.08
H -1.533 -0.029 -1.260 0.8 -1.0 -1.1 0.29
H -1.843 0.285 0.272 0.3 -0.4 1.1 0.32
C 0.245 -0.086 0.046 2.2 1.8 2.5 0.60
H 1.715 0.219 1.419 0.8 -0.4 0.1 0.44

---

Respective energy relative to the best compared isomer or geometry (same formula, charge and spin) values: 2.3908, 4.8857, 3.0700 eV.